No. 1
Density functional theory data (ωB97M-V/def2-TZVPD) for C40H36BrCl3GeMnN4O5 as an isolated structure.

The geometry in XYZ format:
```
91
Properties=species:S:1:pos:R:3:lowdin_spin:R:1
Mn 1.351 -1.837 0.146 3.7472
Br 5.196 1.790 5.227 -0.0012
C 3.956 0.736 4.281 -0.0034
C 3.527 -0.466 4.829 0.0003
C 2.620 -1.244 4.129 -0.0034
C 2.153 -0.798 2.900 -0.0004
C 2.587 0.396 2.347 -0.0039
C 3.494 1.170 3.047 0.0007
N 1.230 -1.584 2.152 -0.0387
C 0.260 -2.217 2.711 0.0197
C -0.593 -3.061 1.867 0.0054
C -1.643 -3.813 2.358 0.0026
C -2.372 -4.585 1.456 0.0080
C -2.032 -4.565 0.115 0.0011
C -0.965 -3.779 -0.308 0.0097
N -0.259 -3.050 0.551 -0.0012
H 3.912 -0.799 5.781 0.0000
H 2.325 -2.207 4.522 0.0000
H 2.187 0.726 1.398 -0.0004
H 3.837 2.109 2.636 0.0001
H 0.053 -2.124 3.775 -0.0006
H -1.885 -3.793 3.409 -0.0001
H -3.195 -5.191 1.805 0.0003
H -2.580 -5.147 -0.610 -0.0001
H -0.670 -3.717 -1.346 0.0002
N 1.452 -2.410 -1.720 -0.0100
C 1.777 -2.292 -2.830 0.0228
N 2.136 -2.164 -4.054 0.0091
C 1.558 -1.129 -4.934 0.0015
C 0.886 -1.833 -6.101 0.0006
O 1.782 -2.709 -6.755 0.0000
C 2.232 -3.732 -5.898 0.0003
C 3.001 -3.152 -4.720 0.0016
H 2.389 -0.512 -5.282 0.0001
H 0.866 -0.523 -4.350 0.0001
H 0.564 -1.101 -6.840 0.0001
H 0.006 -2.390 -5.751 0.0000
H 2.884 -4.380 -6.485 0.0001
H 1.380 -4.325 -5.537 0.0000
H 3.894 -2.626 -5.065 0.0002
H 3.292 -3.918 -4.001 0.0001
O 0.377 0.323 -2.393 0.0149
C 0.661 0.697 -1.270 0.0169
O 0.632 -0.082 -0.224 0.1270
C 0.977 2.139 -0.958 0.0040
C -0.263 3.009 -1.167 0.0005
Ge -1.759 2.611 0.062 0.0001
C -2.897 1.178 -0.637 0.0000
C -2.646 -0.173 -0.394 -0.0003
C -3.458 -1.161 -0.928 0.0001
C -4.541 -0.821 -1.724 0.0000
C -4.802 0.514 -1.985 0.0000
C -3.988 1.499 -1.446 0.0000
C -2.829 4.225 0.277 0.0000
C -4.186 4.159 0.592 0.0000
C -4.931 5.309 0.797 0.0000
C -4.329 6.554 0.695 0.0000
C -2.979 6.641 0.394 0.0000
C -2.241 5.486 0.186 0.0000
C -1.046 2.163 1.836 0.0002
C -0.106 3.020 2.411 0.0000
C 0.358 2.825 3.703 0.0000
C -0.107 1.754 4.451 -0.0001
C -1.040 0.891 3.898 0.0002
C -1.506 1.097 2.606 0.0005
H 1.791 2.453 -1.612 0.0006
H 1.317 2.221 0.074 0.0003
H -0.641 2.878 -2.182 0.0000
H 0.008 4.060 -1.061 0.0001
H -1.793 -0.458 0.207 -0.0004
H -3.247 -2.205 -0.723 0.0000
H -5.180 -1.590 -2.138 0.0000
H -5.642 0.790 -2.607 0.0000
H -4.208 2.536 -1.668 0.0000
H -4.672 3.196 0.694 0.0000
H -5.983 5.235 1.038 0.0000
H -4.909 7.453 0.852 0.0000
H -2.502 7.608 0.319 0.0000
H -1.188 5.583 -0.049 0.0000
H 0.259 3.874 1.850 0.0000
H 1.072 3.514 4.131 0.0000
H 0.245 1.605 5.463 0.0000
H -1.430 0.071 4.488 0.0000
H -2.267 0.436 2.211 0.0000
Cl 5.792 -3.492 1.814 0.0007
C 5.304 -2.437 0.495 -0.0024
Cl 5.995 -0.836 0.709 0.0016
Cl 5.815 -3.119 -1.071 0.0009
C 3.774 -2.366 0.418 0.0120
O 3.264 -1.274 0.017 0.0036
O 3.083 -3.348 0.694 0.0501
```

HOMO-LUMO gap (alpha / beta), eV: 6.32 / 6.34
Net charge: +1
E_HOMO (alpha / beta), Ha: -0.399 / -0.399
Spin multiplicity: 5
Energy above the lowest of the compared OMol25 structures with the same formula, charge and spin, kJ/mol: 59.11

No. 2
Density functional theory data (ωB97M-V/def2-TZVPD) for C40H36ClN3Si2Y as an isolated structure.

The geometry in XYZ format:
```
83
Properties=species:S:1:pos:R:3:lowdin_charge:R:1
C 3.692 0.687 3.930 -0.1822
C 3.398 1.725 3.013 -0.1856
C 2.000 1.935 3.022 -0.2108
H 4.114 2.261 2.412 0.1273
C 1.426 1.029 3.944 -0.1721
C 2.471 0.261 4.502 -0.1889
H 2.358 -0.520 5.235 0.1078
H 4.671 0.296 4.155 0.1233
H 1.461 2.662 2.440 0.1141
H 0.374 0.928 4.150 0.1206
Y 2.390 -0.176 2.267 1.2206
Si -4.480 -1.889 -3.774 0.7297
C -3.860 -0.702 -5.081 -0.3439
C -4.224 -0.850 -6.421 -0.1067
H -4.892 -1.651 -6.712 0.0949
C -3.748 0.020 -7.392 -0.0834
H -4.043 -0.110 -8.425 0.1042
C -2.899 1.058 -7.037 -0.0856
H -2.528 1.739 -7.792 0.1028
C -2.530 1.224 -5.709 -0.0928
H -1.871 2.035 -5.427 0.0861
C -3.007 0.352 -4.742 -0.1172
H -2.720 0.502 -3.708 0.0955
C -5.701 -1.042 -2.636 -0.3294
C -6.119 0.268 -2.885 -0.1024
H -5.713 0.811 -3.730 0.0939
C -7.038 0.894 -2.057 -0.0871
H -7.348 1.910 -2.265 0.1020
C -7.558 0.219 -0.960 -0.0907
H -8.274 0.708 -0.312 0.1013
C -7.152 -1.080 -0.695 -0.0915
H -7.550 -1.608 0.162 0.1009
C -6.231 -1.703 -1.526 -0.1164
H -5.918 -2.716 -1.301 0.0972
H -3.367 -2.412 -2.935 -0.0290
Si 0.565 0.176 0.621 0.2742
C -1.067 0.705 1.421 -0.3487
C -1.670 1.916 1.069 -0.0896
H -1.287 2.479 0.227 0.0951
C -2.767 2.407 1.766 -0.0714
H -3.218 3.345 1.468 0.1073
C -3.294 1.690 2.830 -0.0775
H -4.151 2.069 3.372 0.1064
C -2.713 0.481 3.193 -0.0862
H -3.125 -0.091 4.016 0.1048
C -1.613 0.002 2.499 -0.1502
H -1.178 -0.945 2.792 0.0918
C 0.850 1.471 -0.741 -0.3822
C 1.614 2.607 -0.470 -0.1523
H 2.075 2.712 0.505 0.0713
C 1.811 3.595 -1.426 -0.0776
H 2.408 4.468 -1.191 0.1067
C 1.243 3.461 -2.685 -0.0738
H 1.395 4.225 -3.436 0.1076
C 0.478 2.338 -2.975 -0.0638
H 0.032 2.228 -3.955 0.0925
C 0.282 1.360 -2.012 -0.1101
H -0.316 0.490 -2.251 0.0645
H -5.095 -3.050 -4.473 -0.0234
Cl -0.046 -1.575 -0.555 0.1929
C 4.770 -3.557 6.538 -0.0487
C 5.839 -3.279 5.687 -0.0505
C 5.599 -2.751 4.418 -0.0077
C 4.282 -2.475 3.987 -0.2505
C 3.215 -2.779 4.843 -0.0463
C 3.460 -3.317 6.114 -0.0474
N 4.068 -1.873 2.711 -0.0183
N 4.892 -2.120 1.813 0.1216
C 4.841 -1.460 0.586 -0.2847
C 5.777 -1.792 -0.400 0.0323
C 5.757 -1.122 -1.615 -0.0162
C 4.814 -0.124 -1.821 0.0027
C 3.901 0.178 -0.806 -0.0497
N 3.906 -0.492 0.383 0.0407
H 4.959 -3.960 7.525 0.1151
H 6.856 -3.461 6.012 0.1147
H 6.447 -2.524 3.784 0.1109
H 2.197 -2.603 4.525 0.1069
H 2.633 -3.540 6.775 0.1146
H 6.515 -2.565 -0.220 0.1261
H 6.472 -1.367 -2.390 0.1251
H 4.786 0.415 -2.759 0.1251
H 3.214 0.940 -1.009 0.0695
```

HOMO-LUMO gap, eV: 5.46
Net charge: +1
E_HOMO, Ha: -0.385
Energy above the lowest of the compared OMol25 structures with the same formula, charge and spin, kJ/mol: 98.89

No. 3
Density functional theory data (ωB97M-V/def2-TZVPD) for a 3-piece molecular cluster, C40H36F3IO7S overall.

The geometry in XYZ format:
```
88
Properties=species:S:1:pos:R:3:lowdin_charge:R:1
C -0.656 3.542 2.188 -0.0879
C 0.001 4.917 2.342 -0.2220
C 0.954 5.287 1.213 -0.3051
C 2.307 4.566 1.233 -0.3413
C 2.237 3.094 0.844 -0.6191
I 1.544 2.799 -1.208 0.9251
C 3.582 2.351 1.012 -0.2980
C 3.554 1.474 2.272 -0.0860
C 3.257 5.289 0.245 -0.1272
C 3.665 6.693 0.712 -0.3432
C 5.131 6.861 1.035 -0.0980
C 5.550 6.209 2.362 -0.0407
C 6.586 5.149 2.178 -0.7048
F 6.679 4.356 3.219 0.1687
F 6.351 4.396 1.106 0.1338
F 7.779 5.680 1.983 0.1626
O 2.856 7.155 1.813 -0.1789
S 1.303 7.072 1.418 0.6497
O 0.603 7.621 2.515 -0.2479
O 1.034 7.735 0.194 -0.2439
H -1.545 3.548 2.808 0.0747
H -0.052 2.719 2.546 0.0662
H -1.009 3.407 1.172 0.0619
H 0.482 5.012 3.310 0.1225
H -0.800 5.643 2.329 0.1080
H 0.503 5.133 0.242 0.0969
H 2.738 4.605 2.232 0.1539
H 1.526 2.540 1.426 0.0357
H 3.665 1.667 0.183 0.0567
H 4.429 3.016 1.080 0.0808
H 2.632 0.910 2.354 0.0742
H 4.397 0.793 2.252 0.0739
H 3.685 2.114 3.143 0.0747
H 2.701 5.425 -0.673 0.0828
H 4.140 4.704 0.035 0.1049
H 3.468 7.378 -0.105 0.1383
H 5.688 6.515 0.173 0.1322
H 5.298 7.929 1.120 0.1257
H 4.723 5.863 2.969 0.1294
H 6.052 6.971 2.945 0.1331
O -2.968 1.809 0.843 0.0955
C -3.642 0.862 0.491 -0.2660
C -3.140 -0.094 -0.532 -0.0799
C -1.874 0.089 -1.073 -0.0041
C -1.380 -0.815 -1.998 -0.0454
C -2.148 -1.907 -2.388 -0.0496
C -3.417 -2.085 -1.864 -0.0043
C -3.921 -1.179 -0.940 -0.0827
C -5.293 -1.378 -0.398 -0.2771
O -5.991 -2.291 -0.790 0.1027
C -5.787 -0.432 0.641 -0.0823
C -7.051 -0.619 1.185 -0.0027
C -7.511 0.234 2.174 -0.0569
C -6.709 1.278 2.624 -0.0568
C -5.454 1.476 2.076 -0.0022
C -4.989 0.627 1.080 -0.0802
H -1.271 0.934 -0.769 0.0795
H -0.391 -0.673 -2.415 0.1069
H -1.756 -2.620 -3.101 0.0967
H -4.018 -2.931 -2.170 0.1180
H -7.671 -1.434 0.837 0.1202
H -8.495 0.084 2.599 0.1074
H -7.067 1.938 3.403 0.1076
H -4.831 2.290 2.423 0.1191
O -0.548 -4.884 -2.651 0.0940
C -0.487 -6.097 -2.618 -0.2695
C -1.529 -6.888 -1.909 -0.0803
C -2.587 -6.225 -1.300 0.0019
C -3.584 -6.948 -0.668 -0.0508
C -3.528 -8.338 -0.644 -0.0536
C -2.468 -9.003 -1.235 -0.0012
C -1.462 -8.282 -1.864 -0.0823
C -0.318 -9.009 -2.481 -0.2762
O -0.230 -10.216 -2.397 0.1080
C 0.714 -8.218 -3.209 -0.0815
C 1.770 -8.879 -3.821 -0.0014
C 2.719 -8.160 -4.527 -0.0556
C 2.617 -6.776 -4.625 -0.0567
C 1.574 -6.111 -4.005 -0.0030
C 0.622 -6.827 -3.291 -0.0818
H -2.631 -5.144 -1.324 0.1095
H -4.410 -6.430 -0.198 0.1098
H -4.315 -8.903 -0.159 0.1081
H -2.420 -10.083 -1.212 0.1209
H 1.845 -9.955 -3.748 0.1211
H 3.540 -8.678 -5.007 0.1079
H 3.356 -6.217 -5.185 0.1076
H 1.496 -5.035 -4.078 0.1196
```

HOMO-LUMO gap, eV: 8.57
E_HOMO, Ha: -0.355
Structure (SMILES): CC[C@@H]1[C@@H]([C@@H](I)CC)C[C@H](CCC(F)(F)F)OS1(=O)=O.O=C1c2ccccc2C(=O)c2ccccc21.O=C1c2ccccc2C(=O)c2ccccc21

In eV/Å, the max |F| values for the records above are, in order, 0.69 8.30 1.73.